Entry from the OMol25 dataset: a 9-piece molecular cluster, C21H59N9O9 overall at a distorted geometry (ωB97M-V/def2-TZVPD).

Structure (XYZ):
```
98
Properties=species:S:1:pos:R:3:mulliken_charge:R:1
C -13.43910 -20.48436 -23.91868 -1.65
C -12.18751 -19.84333 -24.51326 1.63
C -11.04852 -19.92330 -23.53461 -1.45
C -10.41937 -21.32901 -23.48474 -0.36
C -9.88215 -21.65735 -24.85095 -1.31
C -10.96466 -21.66524 -25.92994 2.29
N -11.73700 -20.38994 -25.81529 0.35
O -12.70780 -20.27866 -26.85478 -0.48
C -10.30640 -21.76067 -27.29680 -2.25
C -11.82901 -22.89864 -25.68264 -1.76
C -12.43116 -18.34402 -24.84475 -1.99
H -14.28401 -20.24081 -24.56389 0.41
H -13.63706 -20.04894 -22.93633 0.39
H -13.40277 -21.55537 -23.72965 0.27
H -10.16096 -19.36109 -23.84723 0.38
H -11.22538 -19.52119 -22.53624 0.52
H -11.14020 -22.05002 -23.09668 0.26
H -9.61099 -21.23912 -22.75547 0.42
H -9.35380 -22.61398 -24.77612 0.02
H -9.03101 -21.03069 -25.13916 0.47
H -9.77458 -20.82781 -27.49225 0.50
H -9.62640 -22.60006 -27.44039 0.31
H -11.09490 -21.89548 -28.04117 0.48
H -12.63011 -22.84942 -26.43230 0.52
H -11.30117 -23.81248 -25.96541 0.23
H -12.37731 -23.04751 -24.75574 0.15
H -12.84436 -17.80782 -23.98879 0.40
H -13.05839 -18.16796 -25.71842 0.38
H -11.49679 -17.85792 -25.13310 0.41
H -12.19256 -19.66211 -27.38456 0.37
C -10.58082 -27.05804 -26.92057 0.39
O -10.15012 -26.09668 -26.27686 -0.28
N -11.86425 -27.08815 -27.32724 0.14
N -9.89993 -28.17787 -27.24260 -0.34
H -12.35091 -26.23207 -27.13121 -0.24
H -12.18545 -27.79579 -27.97713 0.36
H -8.94653 -28.16169 -26.92010 0.13
H -10.28859 -28.87511 -27.85713 0.21
C -12.69854 -30.40261 -29.42259 0.58
O -12.26835 -29.50630 -28.67858 -0.78
N -11.94024 -31.07830 -30.30931 -0.33
N -13.96057 -30.89450 -29.42153 -0.44
H -12.25266 -31.82162 -30.90232 0.16
H -10.95404 -31.08311 -30.09557 0.24
H -14.58277 -30.34346 -28.84265 0.27
H -14.24359 -31.61547 -30.05122 0.16
C -10.48827 -27.76073 -32.43167 0.68
O -11.06219 -28.73981 -32.94320 -0.70
N -9.88093 -27.81330 -31.23484 -0.24
N -10.52133 -26.56018 -33.01414 -0.44
H -9.28300 -27.10054 -30.85836 0.13
H -9.93289 -28.68505 -30.73766 0.11
H -10.06963 -25.73946 -32.65621 0.20
H -10.95884 -26.58676 -33.92066 0.21
C -14.43630 -25.55869 -24.07770 0.58
O -15.28205 -24.65847 -23.98217 -0.70
N -14.07238 -26.30720 -23.01017 -0.36
N -13.67575 -25.74873 -25.16107 -0.04
H -14.68751 -26.24930 -22.21624 0.23
H -13.37564 -27.02875 -22.97686 0.17
H -14.04126 -25.34696 -26.01026 -0.03
H -13.06546 -26.54291 -25.25737 0.05
C -9.84395 -24.87979 -22.53119 -0.47
C -8.37413 -25.16154 -22.89467 -0.33
O -8.34470 -26.38831 -23.60332 -0.56
H -9.89715 -24.04438 -21.83136 0.32
H -10.30215 -25.76069 -22.08296 0.36
H -10.35908 -24.68023 -23.47291 -0.19
H -7.81377 -25.41248 -21.99376 0.35
H -7.98032 -24.30680 -23.44853 0.22
H -8.76189 -26.29509 -24.46868 0.30
C -6.71932 -26.65006 -27.22415 -1.20
C -5.25788 -26.33673 -27.39531 -0.30
O -5.12509 -25.27722 -28.37150 -0.52
H -6.75646 -27.21305 -26.28278 0.34
H -7.19547 -27.28031 -27.98133 0.38
H -7.49035 -25.89194 -27.06802 0.45
H -4.75341 -27.25007 -27.71959 0.23
H -4.80836 -26.02417 -26.45502 0.31
H -5.83650 -25.43938 -28.99571 0.28
C -12.86990 -24.80498 -29.82734 -0.63
C -12.99589 -25.82067 -30.96293 0.10
O -14.36653 -25.95778 -31.37320 -0.60
H -13.45037 -25.22373 -28.99789 -0.27
H -13.46972 -23.89627 -29.92266 0.41
H -11.85256 -24.57005 -29.52327 0.31
H -12.67800 -26.77252 -30.53024 -0.02
H -12.42380 -25.53627 -31.84361 0.37
H -14.38421 -26.83490 -31.76848 0.35
C -15.30935 -27.70563 -28.49848 -0.43
C -16.53380 -28.58148 -28.31608 -0.67
O -16.16677 -29.60029 -27.41713 -0.56
H -14.46419 -27.98832 -29.12767 -0.03
H -14.87543 -27.40425 -27.54261 0.22
H -15.59988 -26.74195 -28.92730 0.42
H -16.97046 -28.98119 -29.23654 0.32
H -17.30482 -27.90148 -27.93937 0.40
H -16.85323 -30.23972 -27.21100 0.30
```

Computed properties:
**SMILES string**: CC1(C)CCCC(C)(C)N1O.NC(N)=O.NC(N)=O.NC(N)=O.NC(N)=O.CCO.CCO.CCO.CCO
**Energy**: -54573.3999 eV
**Spin multiplicity**: 1